Entry 1:
Molecular formula: C13H14ClN4O4RuSe4Te2
Method: DFT, ωB97M-V with the def2-TZVPD basis set

```
43
Properties=species:S:1:pos:R:3:nbo_charge:R:1
Ru -0.039 -0.816 0.881 0.510
O -1.412 -0.729 2.689 -0.873
Cl -1.631 -2.095 3.277 2.549
O -2.036 -1.916 4.629 -0.794
O -2.639 -2.752 2.493 -0.836
O -0.391 -2.820 3.192 -0.848
Se -0.973 2.591 -0.239 0.203
Se -1.544 2.458 1.990 0.257
C 0.122 1.811 2.695 0.072
C 0.542 2.336 3.908 -0.260
C 1.798 1.998 4.378 -0.124
C 2.623 1.222 3.578 -0.258
C 2.120 0.739 2.387 0.074
N 0.860 0.964 1.979 -0.522
C -1.941 1.050 -0.855 0.058
C -2.706 1.179 -2.001 -0.273
C -3.502 0.114 -2.392 -0.123
C -3.575 -0.997 -1.573 -0.247
C -2.784 -1.037 -0.440 0.087
N -1.919 -0.063 -0.120 -0.513
H -0.097 3.018 4.452 0.236
H 2.146 2.377 5.330 0.229
H 3.637 0.988 3.865 0.237
H 2.739 0.159 1.716 0.225
H -2.706 2.112 -2.548 0.233
H -4.095 0.177 -3.295 0.228
H -4.222 -1.832 -1.801 0.239
H -2.842 -1.861 0.260 0.242
Se 3.615 -2.153 -0.610 -0.617
Te 2.035 -2.504 1.149 0.482
Te -0.349 -3.292 -0.033 0.508
Se 0.059 -3.200 -2.392 -0.633
C 1.439 1.500 -3.594 -0.389
N 1.758 0.204 -3.008 -0.460
C 2.309 -0.835 -3.876 -0.404
C 1.284 -0.085 -1.825 0.658
N 0.873 -0.241 -0.762 -0.444
H 2.341 1.926 -4.034 0.211
H 1.078 2.171 -2.817 0.215
H 0.676 1.399 -4.369 0.198
H 3.121 -0.396 -4.454 0.200
H 1.541 -1.221 -4.550 0.202
H 2.687 -1.648 -3.261 0.263
```

**Spin multiplicity**: 2
**E_tot**: -318927.1986 eV
**Frontier orbital gap (spin up / spin down)**: 0.2251 / 0.2107 hartree
**Energy above the lowest of the compared OMol25 structures with the same formula, charge and spin**: 65.37 kJ/mol
**Highest occupied orbital energy (spin up / spin down)**: -0.2684 / -0.2696 hartree

---

Entry 2:
Molecular formula: C23H23N13O3RuS
Method: DFT, ωB97M-V with the def2-TZVPD basis set

```
64
Properties=species:S:1:pos:R:3:nbo_charge:R:1
Ru -0.099 -0.662 0.820 1.191
N -0.520 3.274 1.495 -0.514
C 0.560 3.934 0.840 0.187
C 0.346 5.157 0.229 -0.215
C 1.396 5.755 -0.451 -0.175
C 2.628 5.119 -0.541 -0.177
C 2.821 3.877 0.048 -0.193
C 1.785 3.292 0.760 -0.255
S 2.019 1.810 1.684 0.546
N 0.440 1.138 1.526 -0.614
C -0.598 1.960 1.618 0.516
C -1.918 1.320 1.842 0.147
C -3.030 1.961 2.348 -0.190
C -4.181 1.211 2.562 -0.108
C -4.175 -0.141 2.266 -0.208
C -3.020 -0.712 1.756 0.094
N -1.922 0.011 1.552 -0.381
H -1.390 3.789 1.505 0.436
H -0.626 5.633 0.276 0.235
H 1.248 6.718 -0.919 0.243
H 3.442 5.591 -1.072 0.241
H 3.779 3.378 -0.018 0.235
H -3.011 3.013 2.595 0.243
H -5.067 1.681 2.966 0.256
H -5.048 -0.755 2.430 0.258
H -2.955 -1.762 1.507 0.232
C 0.361 -3.087 2.321 -0.274
O -0.114 -1.751 2.261 -0.403
H 0.726 -3.245 3.334 0.233
H 1.149 -3.276 1.594 0.184
H -0.480 -3.758 2.129 0.209
N -3.154 -4.856 -3.254 -0.738
C -2.568 -3.806 -2.692 0.669
N -2.647 -2.607 -3.272 -0.780
N -1.907 -4.019 -1.550 -0.623
C -1.363 -3.056 -0.910 0.647
N -0.844 -2.233 -0.273 -0.573
H -3.636 -4.798 -4.135 0.421
H -3.082 -5.750 -2.797 0.437
H -3.196 -2.437 -4.100 0.433
H -2.197 -1.810 -2.849 0.422
C 5.063 -1.563 1.950 -0.399
N 4.104 -1.513 0.840 -0.396
C 4.469 -1.765 -0.433 0.150
C 3.580 -1.701 -1.446 -0.382
C 2.236 -1.362 -1.135 0.503
N 1.855 -1.131 0.135 -0.587
C 2.795 -1.184 1.166 0.792
O 2.493 -0.958 2.318 -0.619
N 1.353 -1.269 -2.126 -0.743
H 6.038 -1.820 1.548 0.221
H 4.750 -2.310 2.675 0.234
H 5.105 -0.595 2.443 0.233
H 5.509 -2.014 -0.593 0.242
H 3.878 -1.895 -2.464 0.252
H 1.662 -1.405 -3.073 0.419
H 0.402 -0.979 -1.967 0.425
O -0.656 0.557 -0.766 -0.561
N -1.335 0.157 -1.817 -0.021
C -2.145 1.054 -2.278 -0.053
C -2.321 2.311 -1.605 0.268
N -2.403 3.290 -1.011 -0.277
C -2.909 0.690 -3.435 0.240
N -3.478 0.304 -4.354 -0.237
```

**Net charge**: +2
**E_tot**: -63141.3962 eV
**Frontier orbital gap (spin up / spin down)**: 0.2116 / 0.2041 hartree
**Energy above the lowest of the compared OMol25 structures with the same formula, charge and spin**: 0.00 kJ/mol
**Highest occupied orbital energy (spin up / spin down)**: -0.4911 / -0.4910 hartree